No. 1
ORCA calculation (ωB97M-V with the def2-TZVPD basis set) on a 3-piece molecular cluster, C43H70Cl2N2O14P4 overall at a distorted geometry.

Calculated values
SMILES string	CCCCCc1c(N(C)C(C)=O)cc2c(c1N=C(C)C)C(=O)c1c(cc(OC[C@H](C)C(C)C)c(P(O)Cl)c1P(O)Cl)C2=O.CCOP(=O)(OCC)OCC.CCOP(=O)(OCC)OCC
HOMO energy	-0.303	Eh

```
! RIJCOSX wB97M-V def2-TZVPD def2/J DEFGRID3
* xyz 0 1
C -2.3460 -8.1876 3.8488
C -2.8437 -7.5145 5.1677
C -2.3973 -6.0323 5.3263
C -3.5523 -5.0191 5.1374
C -4.1284 -5.1622 3.6913
C -4.2950 -3.8482 2.9245
C -5.4879 -3.6830 2.2174
N -6.5063 -4.7121 2.2036
C -7.8450 -4.2011 2.5393
C -6.4462 -5.3601 0.9005
C -7.0226 -4.7692 -0.3938
O -5.8642 -6.4185 0.8253
C -5.7169 -2.5037 1.4865
C -4.7328 -1.5455 1.4707
C -3.5068 -1.6767 2.1444
C -3.2905 -2.8498 2.8906
N -2.0473 -3.0085 3.5603
C -1.1908 -3.6965 2.9050
C 0.0711 -4.1761 3.5996
C -1.3453 -4.0423 1.4182
C -2.4908 -0.5307 1.9945
O -1.8314 -0.1101 2.9139
C -2.4268 0.0530 0.5708
C -3.6640 0.1632 -0.0870
C -3.7674 0.6311 -1.3809
C -2.6054 0.9868 -2.0701
O -2.7512 1.4037 -3.3599
C -2.4083 0.4099 -4.3389
C -2.9846 -1.0072 -4.0796
C -1.9324 -1.9393 -3.3886
C -3.3773 -1.7325 -5.4229
C -2.3067 -1.5772 -6.5452
C -4.7959 -1.2654 -5.8340
C -1.3639 0.9123 -1.4164
P 0.2558 1.4084 -2.2029
O -0.0089 2.1912 -3.6413
Cl 1.2311 -0.4410 -2.5862
C -1.2489 0.4381 -0.0893
P 0.4646 0.3511 0.6493
O 0.4955 1.4844 1.8662
Cl 0.7353 -1.5024 1.5500
C -4.9136 -0.2732 0.6682
O -5.9476 0.3575 0.6549
H -3.1133 -7.9902 3.0796
H -2.2469 -9.2776 3.9496
H -1.4067 -7.7469 3.4817
H -2.4129 -8.1053 5.9929
H -3.9338 -7.6550 5.2294
H -1.5803 -5.8355 4.6214
H -2.0112 -5.9088 6.3513
H -4.3330 -5.2752 5.8767
H -3.2367 -3.9978 5.3841
H -3.4175 -5.7813 3.1133
H -5.0692 -5.7232 3.7096
H -8.4491 -3.9050 1.6632
H -7.8287 -3.3664 3.2480
H -8.3974 -5.0331 3.0095
H -7.6166 -5.4900 -0.9655
H -7.6583 -3.8847 -0.2283
H -6.1635 -4.3992 -0.9749
H -6.6262 -2.3088 0.9204
H 0.9682 -3.7929 3.0846
H 0.1395 -3.8211 4.6361
H 0.0986 -5.2748 3.5536
H -2.1289 -4.8063 1.2810
H -1.6101 -3.1739 0.8009
H -0.3804 -4.4232 1.0557
H -4.7641 0.7019 -1.8186
H -1.3303 0.3189 -4.5326
H -2.8551 0.7606 -5.2841
H -3.9202 -0.9831 -3.4960
H -1.9215 -1.7106 -2.3084
H -2.1856 -3.0007 -3.4966
H -0.9421 -1.7063 -3.8022
H -3.4457 -2.7965 -5.1517
H -2.7010 -0.9433 -7.3497
H -1.3376 -1.2464 -6.1521
H -2.1337 -2.5800 -6.9697
H -5.0943 -1.6039 -6.8346
H -5.5112 -1.7067 -5.1169
H -4.8711 -0.1758 -5.6952
H 0.5965 1.7712 -4.2760
H 0.6128 2.3149 1.3759
O 6.4967 1.7735 -4.7996
P 5.8962 3.1005 -4.4679
O 4.3445 2.7157 -4.1238
C 4.0695 2.0190 -2.9072
C 4.1575 2.9414 -1.7040
O 5.6973 3.7073 -5.9828
C 6.4555 3.2106 -7.0838
C 5.6442 2.2063 -7.8766
O 5.7130 4.6484 -3.8771
C 6.9000 5.3006 -3.3795
C 7.9031 5.5772 -4.4840
H 4.7497 1.1693 -2.7964
H 3.0606 1.6211 -2.9876
H 5.1864 3.2709 -1.5361
H 3.8147 2.4308 -0.8023
H 3.5523 3.8351 -1.8577
H 7.4016 2.7835 -6.7499
H 6.6974 4.0665 -7.7188
H 5.2858 1.3955 -7.2418
H 6.2390 1.7791 -8.6861
H 4.7629 2.6858 -8.3064
H 7.3498 4.6855 -2.5952
H 6.5798 6.2368 -2.9231
H 8.3049 4.6454 -4.8943
H 8.7393 6.1654 -4.1041
H 7.4327 6.1157 -5.3064
O 5.1722 4.5984 5.1195
P 4.1423 5.0446 4.1336
O 3.5959 3.6325 3.5202
C 2.7839 2.7958 4.3473
C 1.3724 3.3369 4.4794
O 5.1199 5.5182 2.8988
C 6.4866 5.8555 3.1252
C 7.3857 4.6863 2.7784
O 2.9073 5.9104 3.4204
C 2.5188 7.1413 4.0651
C 3.6171 8.1866 4.0057
H 3.2478 2.6763 5.3309
H 2.7570 1.8150 3.8726
H 1.3605 4.2734 5.0448
H 0.7326 2.6213 4.9972
H 0.9482 3.5458 3.4987
H 6.6454 6.1895 4.1509
H 6.7206 6.7014 2.4737
H 7.1005 3.7891 3.3280
H 8.4283 4.9178 3.0046
H 7.3035 4.4468 1.7165
H 2.2387 6.9348 5.1018
H 1.6305 7.5036 3.5482
H 4.4862 7.8795 4.5960
H 3.2619 9.1392 4.4006
H 3.9578 8.3304 2.9805
*
```

---

No. 2
ORCA calculation (ωB97M-V with the def2-TZVPD basis set) on C20H26GeIrN4O2S4Se as an isolated structure at a distorted geometry.

Calculated values
energy relative to the best compared isomer or geometry (same formula, charge and spin)	2.513	eV
HOMO energy	-0.407	Eh

```
! RIJCOSX wB97M-V def2-TZVPD def2/J DEFGRID3
* xyz 1 1
Ir 0.3726 0.2822 0.5641
C -1.1375 -4.7295 0.2040
S -2.4311 -3.4955 0.4979
C -1.5217 -2.0094 0.3412
S 0.0095 -1.8795 1.1687
N -2.1111 -1.0771 -0.3595
N -1.3873 0.1048 -0.3602
C -1.8138 1.1080 -1.0221
C -0.9432 2.3080 -1.0527
C -1.3086 3.4743 -1.6772
C -0.4582 4.5791 -1.5875
C 0.7286 4.4558 -0.9029
C 1.0622 3.2227 -0.3441
N 0.2504 2.1779 -0.4183
H -1.6229 -5.6928 0.3454
H -0.3212 -4.6301 0.9134
H -0.7736 -4.6503 -0.8170
H -2.7819 1.0635 -1.5097
H -2.2479 3.5258 -2.2115
H -0.7335 5.5176 -2.0492
H 1.4045 5.2911 -0.7885
H 1.9972 3.0674 0.1721
O 1.1306 2.8746 2.4713
S 1.4911 1.5804 2.9923
O 0.4587 0.8335 3.6620
N 2.0360 0.5948 1.7664
C 3.2472 0.0510 2.0357
S 3.8974 -1.2792 1.3340
C 3.8912 0.7902 3.1652
C 5.2170 0.7335 3.5521
C 5.6320 1.5436 4.6020
C 4.7383 2.3843 5.2604
C 3.4083 2.4566 4.8667
C 3.0228 1.6493 3.8159
H 5.9018 0.0771 3.0317
H 6.6694 1.5275 4.9080
H 5.0792 2.9824 6.0947
H 2.7090 3.1162 5.3623
C 4.8080 1.8375 -0.5098
Ge 4.1110 1.0958 -2.1609
C 3.0571 2.4358 -3.1054
C 5.5517 0.4168 -3.2694
C 3.0537 -0.5745 -1.8559
Se 1.1658 -0.7327 -1.4762
C 0.4985 0.2661 -2.9944
H 5.5449 2.6015 -0.7643
H 5.2955 1.0679 0.0863
H 4.0296 2.3006 0.0986
H 3.6843 3.3077 -3.2991
H 2.2105 2.7622 -2.5086
H 2.6923 2.0656 -4.0637
H 6.3101 1.1837 -3.4289
H 5.1805 0.0956 -4.2433
H 6.0276 -0.4353 -2.7826
H 3.5072 -1.1307 -1.0405
H 3.1582 -1.1694 -2.7689
H 0.5730 1.3363 -2.8541
H -0.5357 -0.0315 -3.1463
H 1.1020 -0.0457 -3.8433
*
```

---

No. 3
ORCA calculation (ωB97M-V with the def2-TZVPD basis set) on C5H9NO as an isolated structure.

Calculated values
energy relative to the best compared isomer or geometry (same formula, charge and spin)	1.551	eV
HOMO energy	-0.368	Eh

```
! RIJCOSX wB97M-V def2-TZVPD def2/J DEFGRID3
* xyz 0 1
C 1.8187 -0.9723 0.3479
C 0.5355 -0.5609 -0.3022
O -0.5392 -1.5128 -0.1143
C -0.3403 0.5477 0.3134
C -0.2946 1.9594 -0.2318
C -1.4232 -0.4491 -0.0130
N -2.6349 -0.5134 -0.3283
H 2.5714 -0.1987 0.1691
H 2.1713 -1.9153 -0.0795
H 1.6741 -1.1009 1.4243
H 0.6497 -0.4047 -1.3839
H -2.6821 -1.4979 -0.6095
H -0.1898 0.5372 1.4005
H -1.1622 2.5427 0.0884
H -0.2594 1.9666 -1.3256
H 0.6050 2.4618 0.1423
*
```

---

No. 4
ORCA calculation (ωB97M-V with the def2-TZVPD basis set) on one molecule with the formula C13H20O2 at a distorted geometry.

Calculated values
energy relative to the best compared isomer or geometry (same formula, charge and spin)	5.123	eV
SMILES string	CCCCOc1ccccc1OCCC
HOMO energy	-0.328	Eh

```
! RIJCOSX wB97M-V def2-TZVPD def2/J DEFGRID3
* xyz 0 1
C 1.6525 1.9519 -1.8901
C 0.2125 2.1203 -2.6256
C -0.3844 0.7173 -3.0387
C -0.4838 -0.3646 -2.0329
C -1.5896 -1.1202 -0.1133
C -2.5989 -2.0202 0.0191
C -2.6650 -3.1762 0.8536
C -1.6154 -3.2178 1.7315
C -0.5209 -2.3223 1.6938
C -0.4647 -1.2012 0.7564
C 0.1019 1.1538 1.4489
C 1.4931 1.5772 1.8327
C 2.2077 0.3287 2.7379
H 1.6869 1.5278 -0.8215
H 2.4351 1.1903 -2.3592
H 1.8865 3.1237 -1.6882
H -0.5297 2.6754 -1.9657
H 0.4061 2.8673 -3.4972
H 0.2843 0.2694 -3.9103
H -1.2578 0.9982 -3.6856
H -0.8156 -1.2614 -2.7526
H 0.4515 -0.5427 -1.2608
H -3.4950 -1.7833 -0.6470
H -3.5456 -3.8569 0.9408
H -1.5978 -4.0695 2.5106
H 0.2097 -2.5162 2.4719
H -0.5698 1.6738 0.6659
H -0.3155 1.0273 2.4247
H 2.2219 2.0561 1.0331
H 1.2060 2.4434 2.4235
H 2.6407 -0.4843 1.9970
H 2.9760 0.7508 3.3923
H 1.4605 -0.3375 3.5079
O -1.5349 -0.0594 -1.1122
O 0.4515 -0.1189 0.9592
*
```

---

No. 5
ORCA calculation (ωB97M-V with the def2-TZVPD basis set) on C31H45ClN8O4 as an isolated structure at a distorted geometry.

Calculated values
HOMO energy	-0.308	Eh

```
! RIJCOSX wB97M-V def2-TZVPD def2/J DEFGRID3
* xyz 0 1
C -2.4775 -5.6023 1.3921
C -1.7017 -6.1254 2.6800
C -1.0420 -4.9017 3.4174
C 0.4369 -5.1306 3.9066
C 1.4316 -5.6552 2.8012
C 2.3749 -4.5055 2.2576
C 2.3047 -4.3391 0.6794
C 2.7173 -5.6595 -0.0658
C 2.2076 -5.5715 -1.5542
C 0.6725 -5.5535 -1.7023
C -0.1356 -4.5061 -2.0561
C 0.2740 -3.0429 -2.3639
C -0.2543 -2.1926 -1.1333
O -0.7040 -2.7329 -0.1708
Cl -0.1999 -0.3931 -1.1683
C -1.5771 -5.0849 -2.0848
O -2.5613 -4.4655 -2.3550
O -1.5934 -6.4607 -1.7827
C -0.2737 -6.7593 -1.4675
O 0.1556 -7.7976 -1.0530
H -1.9106 -4.7041 1.0227
H -3.5103 -5.2658 1.6311
H -2.4369 -6.3519 0.5691
H -2.4805 -6.6033 3.3344
H -0.9939 -6.9365 2.3963
H -1.6552 -4.7238 4.3460
H -1.1011 -3.9394 2.8451
H 0.4364 -5.8321 4.7732
H 0.8180 -4.1424 4.2631
H 0.9374 -6.2412 1.9853
H 2.1124 -6.3875 3.3173
H 3.4519 -4.6874 2.4974
H 2.0673 -3.5094 2.6669
H 1.2604 -4.0264 0.4374
H 2.9891 -3.5148 0.3497
H 2.3748 -6.5958 0.4292
H 3.8409 -5.6569 -0.1083
H 2.5588 -6.5109 -2.0641
H 2.5947 -4.6664 -2.0842
H 1.3859 -2.9509 -2.3468
H -0.1884 -2.6451 -3.2943
C 2.4668 -1.1639 5.6708
C 2.8718 -2.5155 5.2290
N 3.1867 -3.5667 4.8854
H 1.9786 -1.2235 6.6426
H 3.3439 -0.5230 5.7512
H 1.7739 -0.7310 4.9498
C -0.9021 3.2740 -3.2617
C -0.2184 3.2120 -1.9479
N 0.3254 3.1764 -0.9149
H -1.5091 4.1759 -3.3223
H -0.1643 3.2878 -4.0657
H -1.5455 2.4055 -3.3854
C -4.8257 1.7571 -5.3728
C -4.3074 2.7560 -4.4159
N -3.9066 3.5310 -3.6637
H -5.7611 2.1100 -5.8050
H -4.1002 1.6004 -6.1707
H -5.0036 0.8122 -4.8605
C -2.7602 6.3991 -6.3655
C -2.3598 5.0304 -6.7532
N -2.0448 3.9652 -7.0583
H -3.2873 6.3728 -5.4119
H -1.8769 7.0291 -6.2679
H -3.4171 6.8214 -7.1249
C -3.0255 2.6518 -0.0172
C -3.8986 2.5499 1.1725
N -4.5775 2.4716 2.0975
H -2.8441 1.6598 -0.4298
H -3.5042 3.2708 -0.7766
H -2.0722 3.1009 0.2590
C 3.9253 5.1865 0.6830
C 2.6157 4.6954 0.1992
N 1.5956 4.2913 -0.1844
H 4.1585 4.7350 1.6455
H 4.7074 4.9272 -0.0317
H 3.8922 6.2670 0.7977
C 2.8886 9.1785 2.9114
C 3.1213 7.7320 3.1194
N 3.3003 6.6068 3.2808
H 1.8185 9.3858 2.9131
H 3.3633 9.7473 3.7099
H 3.3093 9.4873 1.9550
C 0.2615 7.2670 0.7053
C -0.1913 8.6641 0.8819
N -0.5397 9.7518 1.0187
H 1.3476 7.2243 0.7729
H -0.1671 6.6354 1.4823
H -0.0475 6.8916 -0.2692
*
```

---

Among the records above, which one has the highest HOMO energy?
C43H70Cl2N2O14P4

---

Which value of HOMO energy does entry 2 give?
-0.407 Eh

---

Which of these has the lowest HOMO energy?
C20H26GeIrN4O2S4Se